Record 1
Computed, not measured: a 2-piece molecular cluster, C6H14O overall, with the ωB97M-V functional and the def2-TZVPD basis.

Structure (ORCA input):
```
! wB97M-V def2-TZVPD RIJCOSX def2/J DEFGRID3
* xyz 0 1
C 0.457 3.268 -1.320
C 0.432 1.903 -1.096
C -0.522 1.158 -0.261
C -0.465 -0.395 -0.534
C 0.919 -0.760 -0.013
C 1.248 -2.282 0.252
H -0.540 3.610 -1.419
H 1.291 3.850 -1.516
H 1.220 1.240 -1.633
H -1.491 1.476 -0.676
H -0.397 1.341 0.765
H -0.524 -0.769 -1.449
H -1.339 -0.985 -0.065
H 1.682 -0.148 -0.525
H 1.055 -0.107 0.801
H 2.279 -2.537 0.399
H 0.637 -2.449 1.121
H 0.900 -3.071 -0.462
O -2.598 -1.677 2.436
H -1.679 -1.580 2.060
H -2.565 -1.088 3.136
*
```

## Properties
ΔE to the lowest compared entry with this formula, charge and spin ... 84.2 kcal/mol
SMILES string ... C=CCCCC.O
E_tot ... -312.12085 hartree

---

Record 2
Computed, not measured: a 2-piece molecular cluster, C6H14O overall, with the ωB97M-V functional and the def2-TZVPD basis.

Structure (ORCA input):
```
! wB97M-V def2-TZVPD RIJCOSX def2/J DEFGRID3
* xyz 0 1
C 1.090 -2.437 0.110
C 0.067 -1.537 -0.478
C -0.028 -0.223 -0.204
C 1.142 0.541 0.372
C -1.161 0.559 -0.852
C -0.748 1.632 -1.882
H 1.916 -2.774 -0.508
H 1.398 -1.859 0.983
H 0.567 -3.312 0.497
H -0.538 -2.070 -1.209
H 1.173 0.786 1.440
H 1.034 1.556 -0.045
H 2.070 0.032 0.133
H -1.965 0.765 -0.154
H -1.603 -0.190 -1.553
H -1.516 1.897 -2.619
H 0.099 1.277 -2.471
H -0.510 2.582 -1.412
O -0.515 1.179 3.341
H -1.086 0.771 4.001
H -0.885 0.824 2.508
*
```

## Properties
ΔE to the lowest compared entry with this formula, charge and spin ... 35.3 kcal/mol
SMILES string ... C/C=C(\C)CC.O
E_tot ... -312.19875 hartree

---

Question: Look up the ΔE to the lowest compared entry with this formula, charge and spin of the first one.
Answer: 84.2 kcal/mol

---

Question: Which of these has the lowest E_tot?
Answer: number 2

---

Question: What is the ΔE to the lowest compared entry with this formula, charge and spin in the first record?
Answer: 84.2 kcal/mol

---

Question: Which value of ΔE to the lowest compared entry with this formula, charge and spin does entry 2 give?
Answer: 35.3 kcal/mol